Computed, not measured: a 21-piece molecular cluster, C90H216Cl18N12 overall in a non-equilibrium geometry, with ωB97M-V/def2-TZVPD.

Positions of all 336 atoms, in Å:
H: -16.6090 -21.8661 27.7834
H: -14.4007 -25.5667 26.5832
H: -7.6065 -18.3356 19.3857
H: -13.8594 -25.5090 24.0589
C: -17.5139 -25.7578 13.7871
C: -16.4215 -32.1447 20.8338
H: -16.9350 -20.2811 14.9274
H: -6.5776 -27.8876 23.7899
C: -4.9100 -20.3433 19.7512
H: -15.3212 -25.6646 9.6546
H: -13.8807 -24.7350 9.3626
Cl: -16.2406 -22.3922 15.5954
H: -4.3936 -23.5393 23.8465
C: -9.4543 -24.6940 25.8428
C: -14.3431 -23.1743 12.7960
H: -15.9570 -23.3386 9.9227
H: -12.4931 -21.2668 27.6042
H: -20.4457 -20.3682 29.0072
H: -20.2547 -22.4997 19.2465
H: -10.6837 -21.7247 25.3108
H: -21.5503 -19.1824 28.3583
H: -5.3753 -27.9464 22.5877
H: -12.7648 -31.1770 22.5504
C: -13.0480 -28.4284 20.9763
H: -16.5094 -22.3140 26.0753
C: -15.6838 -17.0001 22.5434
H: -17.1093 -19.4236 27.0078
H: -3.1977 -19.4001 18.7808
H: -7.2754 -21.0534 20.7346
C: -18.7561 -18.8031 18.9112
C: -5.6634 -16.7420 20.5040
C: -19.9106 -21.5223 19.5846
H: -14.7514 -21.4017 9.9505
H: -11.1630 -17.8612 17.7685
H: -17.3506 -28.2462 25.1035
H: -10.0853 -29.0102 23.0290
H: -15.3888 -25.3610 20.4394
C: -19.7249 -19.5982 27.0714
H: -19.6314 -29.4837 18.0628
H: -15.3607 -21.1871 26.8169
N: -14.0246 -32.5475 21.5136
N: -18.8203 -20.7422 26.9175
Cl: -11.3742 -25.6479 16.7695
C: -17.8983 -28.4032 18.9143
C: -7.0570 -19.2756 19.4361
H: -9.3631 -29.7964 25.5155
H: -14.0810 -23.4248 27.8196
H: -10.2837 -20.4487 22.5508
H: -16.9137 -23.0609 23.6784
H: -21.1350 -27.6801 21.8572
H: -12.7365 -34.4356 20.1569
H: -18.2941 -23.9096 17.9842
C: -10.5487 -19.3775 16.4028
C: -12.8782 -30.3702 17.6276
H: -19.0553 -19.0369 17.8895
N: -5.6035 -25.2152 21.8028
C: -12.4833 -27.1366 20.4158
H: -7.6587 -19.5153 21.4796
N: -11.4379 -30.3143 25.3809
H: -15.9283 -20.8376 12.7263
H: -6.8061 -25.3506 23.4544
H: -14.6435 -18.9176 22.1902
H: -19.2062 -20.2120 15.8602
H: -5.1072 -24.9976 19.1390
H: -16.9505 -28.5765 19.4238
C: -8.6757 -26.6071 19.1891
H: -10.1803 -28.9047 17.2201
H: -21.4724 -20.7493 27.6810
H: -10.1000 -30.3957 18.2444
N: -17.5167 -26.4007 24.0912
H: -11.7154 -24.7582 21.0379
H: -18.8294 -22.8459 26.4904
H: -13.3229 -17.3746 20.5814
Cl: -7.9724 -23.8588 25.6351
H: -18.4627 -21.3970 24.2155
H: -10.9863 -27.5837 15.3649
H: -10.1498 -24.1210 25.2296
Cl: -8.8747 -28.0923 20.3028
N: -14.4598 -22.8956 11.3363
N: -12.1682 -19.6487 18.2416
Cl: -12.5844 -20.9861 24.1010
H: -14.2557 -17.8397 19.2297
H: -5.1261 -20.8247 20.7050
H: -12.3991 -30.5388 27.1836
H: -13.0491 -22.4295 21.1444
H: -14.8022 -29.8907 18.5948
H: -14.1129 -25.5223 10.9726
Cl: -17.9782 -26.2403 11.1040
C: -10.0285 -30.3748 24.8746
C: -10.9094 -30.7474 16.2844
H: -18.1722 -17.8899 19.0262
H: -11.4700 -32.8109 26.8251
H: -16.7653 -26.3513 22.1298
Cl: -8.1986 -27.0590 26.2592
H: -16.4916 -24.8627 25.0402
H: -18.7546 -25.9704 26.4095
C: -12.1500 -29.0438 25.1215
H: -18.2076 -24.5814 24.9387
H: -9.8584 -32.2638 26.9421
N: -13.3719 -25.9759 20.6218
H: -11.6440 -19.2306 20.2302
H: -10.7497 -32.1514 28.3028
H: -15.0517 -30.3449 16.9802
C: -18.7648 -29.6559 18.7011
C: -18.0138 -23.8012 19.0320
H: -12.2071 -24.5463 29.1089
H: -13.7744 -33.9382 23.6268
H: -10.1344 -19.0838 18.4901
H: -12.0008 -32.6376 22.3153
C: -16.0873 -20.8896 11.6492
H: -17.4877 -28.8209 22.5651
H: -19.6984 -22.6203 24.3380
H: -16.4716 -26.0459 13.6501
Cl: -12.8720 -27.6771 13.1480
H: -13.7683 -26.3205 18.0458
C: -9.9752 -21.1140 23.3572
C: -20.4573 -25.8498 22.8126
H: -13.3829 -25.9004 14.5525
H: -20.1430 -20.9480 24.5169
H: -13.7219 -22.7090 17.9419
C: -5.4485 -23.7461 21.9253
H: -12.9604 -26.3677 26.0717
H: -12.4072 -22.3609 28.9246
H: -11.6291 -26.7102 29.3849
C: -16.5109 -28.3535 22.6890
H: -5.8728 -18.5565 21.6373
Cl: -10.0688 -22.7464 22.5658
H: -17.1894 -24.4782 19.2564
H: -12.3834 -29.2919 21.0004
Cl: -19.1300 -21.8086 13.9450
H: -14.0814 -21.2880 17.2373
H: -3.6309 -25.8600 21.6603
H: -8.0087 -25.2457 20.7778
H: -10.3443 -30.5923 22.6860
C: -10.8740 -31.9937 27.2315
H: -12.4186 -24.5069 24.4528
C: -12.1430 -21.1171 18.2072
H: -16.2987 -19.8842 11.2851
C: -4.2389 -23.3377 22.7866
H: -13.9433 -32.5030 14.3833
C: -13.2256 -17.8039 19.5843
H: -9.7524 -25.2640 20.3829
H: -6.4062 -23.3406 22.2519
H: -11.2243 -22.4536 27.6186
H: -17.0228 -20.4648 16.6747
C: -13.5837 -21.6458 18.1386
H: -19.5832 -26.0781 12.9397
C: -13.6666 -29.3166 25.0667
H: -14.2475 -32.5367 19.3474
Cl: -8.3969 -23.9715 18.8005
H: -17.4310 -20.0558 25.4588
H: -6.9526 -27.6063 22.0738
N: -5.6277 -19.0625 19.6258
C: -16.5200 -26.8520 23.0665
C: -12.4379 -26.3891 14.3152
H: -5.4932 -15.9847 21.2694
H: -13.9591 -30.1582 15.0834
H: -17.6989 -27.8963 17.9702
H: -4.2698 -18.2944 21.0011
H: -13.3590 -28.3030 22.0135
H: -14.8193 -16.3363 22.5400
C: -17.9104 -19.9849 19.4187
H: -9.8326 -24.6695 26.8647
C: -12.4405 -33.4427 19.8180
H: -14.4259 -32.4817 24.1979
H: -14.1467 -29.5775 26.0098
H: -14.5168 -24.7451 18.1653
H: -15.9260 -28.8553 23.4599
H: -13.0858 -31.4022 20.0984
H: -7.7020 -26.7030 18.7086
H: -17.2662 -31.4705 20.9756
H: -2.8073 -20.9930 19.4282
H: -19.6609 -18.7462 19.5164
C: -15.2620 -31.7383 21.6887
H: -15.5177 -26.1649 17.9378
H: -12.6239 -27.5415 16.1229
H: -9.0970 -26.1228 24.2642
H: -6.7169 -16.5685 20.2846
H: -14.1992 -21.3379 18.9839
H: -20.3913 -21.9799 26.5281
C: -17.3565 -24.9815 24.3877
C: -14.6311 -25.7911 18.4499
H: -3.9571 -22.3085 22.5643
H: -8.9792 -30.0778 16.8980
H: -13.4181 -32.5937 16.1104
C: -20.8370 -19.9570 28.0767
C: -12.6961 -24.6476 20.5751
H: -12.4411 -24.4336 19.5372
H: -10.0685 -18.5115 15.9473
H: -12.8101 -31.4192 17.9160
H: -19.4098 -22.0002 21.6654
H: -14.1218 -28.3460 24.8695
H: -14.1877 -24.2427 12.9462
C: -18.5695 -26.4564 12.8072
C: -20.1232 -21.4114 21.0890
H: -12.3034 -32.7943 14.7775
H: -10.7875 -29.7899 27.2311
C: -9.7821 -29.9895 23.3993
C: -9.3851 -26.1290 25.3154
C: -13.2069 -23.3294 27.1754
C: -17.3825 -27.1745 25.3002
C: -4.2489 -25.2449 19.7636
H: -3.3675 -23.8975 22.4469
C: -17.2689 -20.9429 15.7265
H: -15.0507 -18.7384 23.8769
H: -11.6668 -21.4685 17.2919
H: -13.2809 -19.8088 20.1507
C: -12.9981 -32.2407 22.5049
H: -12.2035 -33.6254 18.7699
Cl: -17.7178 -26.2213 15.4726
H: -5.2954 -23.3434 20.9240
C: -10.9751 -18.9340 17.8127
C: -16.4074 -21.4893 26.7807
C: -12.2811 -22.3089 27.8432
H: -12.5546 -30.3085 14.2086
H: -11.4237 -19.6230 15.8011
C: -17.5474 -22.3700 19.4841
H: -16.1782 -24.2331 11.3702
H: -13.9618 -29.9598 24.2377
H: -18.3766 -27.5014 27.1577
H: -11.7646 -25.7398 13.7555
H: -11.5475 -26.9628 20.9469
C: -14.5944 -25.0120 10.1384
C: -6.2574 -27.3774 22.8814
C: -13.2982 -22.2556 13.4491
H: -16.6091 -22.3015 18.9338
H: -13.9327 -20.9436 11.3999
C: -14.6966 -26.0405 19.9422
H: -19.4754 -27.4925 25.7984
C: -7.7752 -20.0994 20.5667
H: -13.5967 -25.4916 28.7669
H: -17.6434 -19.8011 20.4594
Cl: -21.6403 -24.8250 21.9115
C: -20.9233 -27.3206 22.8642
C: -13.5017 -23.4210 21.1583
H: -5.1428 -16.3585 19.6265
H: -20.0147 -20.3716 21.3974
H: -12.3375 -29.7546 18.3464
H: -8.9346 -20.9481 23.6362
H: -11.5441 -21.5728 18.9957
H: -20.2046 -19.4162 26.1097
C: -19.3657 -21.6722 24.7604
H: -19.1281 -30.0741 19.6398
Cl: -16.3971 -16.8310 20.9356
H: -3.6037 -25.9520 19.2422
H: -13.8748 -28.7736 20.3555
C: -5.3290 -18.2133 20.7571
H: -17.2608 -22.3465 20.5355
H: -10.7001 -19.9895 24.9953
H: -10.3630 -26.6029 25.4005
H: -13.7035 -21.2497 13.5576
C: -12.9967 -30.6670 15.1382
H: -15.9846 -28.4805 21.7430
H: -20.2900 -25.4791 23.8239
H: -19.4979 -25.7239 22.3108
H: -13.3872 -22.9403 26.1733
C: -11.8392 -26.9618 15.6368
H: -15.6564 -31.7487 22.7048
C: -13.4162 -25.3810 26.1537
H: -16.1429 -32.1561 19.7801
H: -8.8485 -20.2669 20.4760
C: -12.5486 -19.1980 19.6229
H: -9.4746 -26.6726 18.4505
H: -12.2359 -27.1304 19.3543
H: -14.4104 -28.7298 17.3966
H: -19.1631 -21.8377 16.3897
H: -16.9275 -19.8704 18.9617
C: -17.1451 -24.0235 23.2224
C: -19.3466 -21.9248 26.2219
H: -12.3988 -22.1406 12.8440
H: -9.7321 -31.4135 25.0210
H: -7.3398 -19.6744 18.4619
H: -5.2536 -20.9235 18.8948
C: -13.1770 -32.2338 15.1102
C: -4.5481 -25.8773 21.0717
H: -19.1790 -18.7118 27.3947
N: -12.5850 -24.6127 27.0573
Cl: -22.4342 -27.4614 23.7978
H: -10.8376 -26.2207 27.9075
C: -17.4803 -20.3221 26.5146
H: -11.4817 -33.1396 20.2386
C: -15.4009 -23.8379 10.7161
C: -10.8747 -20.9686 24.5492
H: -20.5407 -20.8073 19.0556
H: -16.3764 -24.2917 22.4976
H: -12.2408 -27.3421 27.7683
H: -18.8672 -24.0638 19.6572
C: -12.6068 -25.2507 28.3794
C: -3.3893 -20.0883 19.6041
H: -21.0986 -21.7521 21.4363
H: -16.4233 -16.6002 23.2372
H: -14.0647 -23.8573 24.6515
H: -4.7524 -26.9173 20.8175
C: -14.7925 -21.5053 11.0348
H: -16.9553 -21.5488 11.6576
H: -15.1102 -27.0398 20.0781
H: -20.2319 -28.0196 23.3348
C: -13.4929 -32.9039 23.8245
H: -14.9747 -30.7051 21.4937
C: -5.9337 -25.8551 23.0390
Cl: -17.8114 -30.8825 17.8393
C: -14.3488 -29.7973 17.6080
C: -11.7998 -26.5159 28.3260
H: -12.8255 -32.8070 24.6808
C: -13.4455 -24.7514 24.7244
H: -18.5542 -27.5235 13.0290
C: -8.7430 -25.3278 19.9765
H: -15.3472 -22.8972 13.1169
Cl: -16.7955 -19.5019 22.8037
C: -18.7798 -21.1827 15.6073
H: -9.7453 -20.1139 16.3792
H: -16.5101 -26.8297 25.8553
H: -13.0157 -22.6449 14.4273
C: -11.3802 -30.5972 26.8008
N: -18.5311 -21.3134 19.1492
C: -15.3816 -18.4896 22.8686
H: -18.0063 -23.9380 22.5597
H: -2.9718 -19.5999 20.4845
H: -10.8731 -31.8348 16.3494
H: -12.7535 -17.0096 19.0062
C: -18.5756 -27.0246 26.1979
H: -8.7142 -30.0316 23.1851
H: -14.4529 -23.2825 20.6444
H: -5.0853 -25.8057 23.7216
H: -11.7970 -28.5582 24.2117
H: -13.8346 -23.6744 22.1648
H: -11.9419 -28.2983 25.8890
H: -10.5434 -30.5633 15.2743
N: -12.2386 -30.2199 16.3224
H: -17.5833 -24.6700 13.7818
H: -3.5954 -24.3727 19.7443
C: -13.5055 -32.4074 20.1354
Cl: -18.7372 -27.1267 19.8090
H: -15.5095 -26.4883 23.2525
H: -16.7854 -33.1585 21.0012
C: -10.0095 -29.9811 17.2404

Calculated total energy: -340115.3846 eV
F_max: 2.3 eV Å⁻¹
Gap between HOMO and LUMO: 0.2983 Eh
Molar mass: 2104.96 g mol⁻¹
Charge: 0

Atom charges from the Löwdin analysis, given in e for atoms 1 to 4:
1. H 0.07
2. H 0.11
3. H 0.09
4. H 0.05